#a
Entry from the OMol25 dataset: a structure of composition C4H8P2 (ωB97M-V with the def2-TZVPD basis set).

Computed properties:
Orbital gap in eV: 8.71

The geometry in ORCA input format:
```
! RIJCOSX wB97M-V def2-TZVPD def2/J DEFGRID3
* xyz 0 1
C 1.18 0.23 0.09
C -1.19 0.14 -0.46
C 2.65 0.21 0.21
C -2.48 -0.02 0.42
P 0.03 1.45 0.16
P 0.11 -1.23 -0.16
H -1.30 0.21 -1.48
H 3.19 0.89 -0.42
H 3.07 -0.78 0.17
H 2.99 0.60 1.26
H -2.53 0.88 1.03
H -2.39 -0.85 1.04
H -3.31 -0.17 -0.27
H -0.02 -1.57 -1.59
*
```

#b
Entry from the OMol25 dataset: the molecule C4H8P2 (ωB97M-V with the def2-TZVPD basis set).

Computed properties:
Structure (SMILES): C/P=C/C=P/C
Orbital gap in eV: 7.31

The geometry in ORCA input format:
```
! RIJCOSX wB97M-V def2-TZVPD def2/J DEFGRID3
* xyz 0 1
C 1.62 1.58 -2.62
P 1.25 0.03 -1.73
C 0.24 0.61 -0.49
C -0.33 -0.42 0.43
P -1.15 0.05 1.88
C -1.24 -1.64 2.51
H 2.69 1.54 -2.76
H 1.38 1.45 -3.69
H 1.31 2.42 -1.93
H 0.07 1.61 -0.12
H -0.23 -1.44 0.10
H -0.98 -2.33 1.78
H -0.62 -1.68 3.39
H -2.28 -1.84 2.84
*
```

It is #a that is the most stable of them.

#a
Entry from the OMol25 dataset: a cluster of 2 separate species, C5H12NO in total (ωB97M-V with the def2-TZVPD basis set).

Computed properties:
Orbital gap (alpha / beta) in eV: 4.70 / 10.39

The geometry in ORCA input format:
```
! RIJCOSX wB97M-V def2-TZVPD def2/J DEFGRID3
* xyz 0 2
C 0.78 2.27 0.47
C 0.16 1.65 -0.73
C -0.65 2.22 -1.61
N 0.59 0.25 -0.95
H 0.47 3.32 0.55
H 0.48 1.77 1.39
H 1.87 2.22 0.41
H -1.06 1.66 -2.44
H -0.90 3.26 -1.48
H 0.25 -0.36 -0.20
H 1.67 0.15 -0.95
H 0.26 -0.12 -1.88
O 0.05 -3.69 2.39
C 0.11 -3.05 1.38
C -1.06 -2.28 0.81
H 1.05 -3.00 0.81
H -2.00 -2.70 1.16
H -1.06 -2.31 -0.28
H -1.00 -1.24 1.12
*
```

#b
Entry from the OMol25 dataset: a cluster of 2 separate species, C5H12NO in total (ωB97M-V with the def2-TZVPD basis set).

Computed properties:
Orbital gap (alpha / beta) in eV: 6.63 / 9.43

The geometry in ORCA input format:
```
! RIJCOSX wB97M-V def2-TZVPD def2/J DEFGRID3
* xyz 0 2
C -1.04 -2.08 -0.22
C -0.70 -1.05 -1.33
C -0.30 0.24 -0.73
C -1.09 1.20 -0.23
C 2.02 1.07 -0.76
N 1.07 0.28 -0.22
H -1.79 -1.55 0.42
H -1.53 -2.99 -0.55
H -0.21 -2.29 0.46
H 0.19 -1.46 -1.85
H -1.60 -0.99 -1.93
H -2.11 0.94 0.07
H -0.71 2.19 0.00
H 2.63 1.71 -0.11
H 2.34 0.95 -1.80
H 1.19 0.05 0.76
H 0.96 1.02 3.29
H 0.02 1.73 2.34
O 0.65 1.03 2.38
*
```

It is #b that is the most stable of them.